[1]
C34H32CsN4PS3 | the ωB97M-V functional and the def2-TZVPD basis

Properties
Charge: 0
E (hartree): -3089.8846
HOMO energy (Ha): -0.232
E_LUMO (eV): 0.1
F_max (eV/A): 1.365
Kohn-Sham gap (eV): 6.4

Positions of all 75 atoms, in Å:
Cs 0.3595 -0.1593 -1.3405
C -2.9880 -0.3961 -4.3788
C -1.9631 -1.2819 -4.9899
N -0.7741 -1.5109 -4.5370
C -0.0503 -2.3311 -5.3735
C -0.7311 -2.7501 -6.4785
S -2.3089 -2.0954 -6.4938
C 1.3386 -2.7000 -5.0897
C 2.1113 -3.4387 -5.9400
S 3.6765 -3.6505 -5.2917
C 3.2028 -2.7253 -3.8955
N 1.9799 -2.3099 -3.9383
C 4.1694 -2.4940 -2.7847
H -2.6916 -0.1002 -3.3783
H -3.9552 -0.8973 -4.3266
H -3.1239 0.5028 -4.9841
H -0.3993 -3.3951 -7.2747
H 1.8546 -3.8493 -6.9018
H 5.1848 -2.7272 -3.1005
H 3.9216 -3.1311 -1.9338
H 4.1275 -1.4578 -2.4528
C -2.1816 2.7342 5.3462
C -1.9952 1.3682 5.1978
C -1.2953 0.8894 4.0977
C -0.7608 1.7472 3.1333
C -0.9615 3.1175 3.3027
C -1.6653 3.6049 4.3957
P 0.3181 0.8315 1.8440
C 0.2334 2.1684 0.5840
C -1.0409 2.5872 0.2047
C -1.2260 3.5529 -0.7698
C -0.1209 4.1361 -1.3761
C 1.1542 3.7418 -0.9986
C 1.3354 2.7604 -0.0290
C 1.8826 1.2311 2.7309
C 2.2712 1.9281 3.8416
C 3.6500 1.9323 4.1703
C 4.5863 1.2336 3.4479
C 4.1973 0.4723 2.3188
C 5.0047 -0.3725 1.5181
C 4.4253 -1.0791 0.4960
C 3.0452 -0.9643 0.1759
C 2.2109 -0.1317 0.8894
C 2.8397 0.5314 1.9664
H -2.7219 3.1205 6.2017
H -2.3918 0.6822 5.9372
H -1.1278 -0.1794 3.9795
H -0.5568 3.8150 2.5779
H -1.8098 4.6727 4.5125
H -1.9008 2.1467 0.6861
H -2.2295 3.8495 -1.0496
H -0.2531 4.9104 -2.1215
H 2.0150 4.2121 -1.4586
H 2.3376 2.4701 0.2617
H 1.5665 2.4628 4.4671
H 3.9696 2.5035 5.0344
H 5.6278 1.2558 3.7507
H 6.0589 -0.4876 1.7448
H 5.0449 -1.7618 -0.0797
H 2.6537 -1.5873 -0.6286
C -4.2424 -2.6802 -0.7593
N -3.7788 -2.0130 0.4293
C -3.9066 -2.5911 1.7598
C -3.1866 -1.5569 2.6303
N -3.2388 -0.3712 1.7840
C -3.4586 -0.7014 0.4897
S -3.3459 0.3357 -0.8056
H -4.0962 -3.7534 -0.6442
H -3.6651 -2.3265 -1.6108
H -5.3004 -2.4809 -0.9554
H -3.4386 -3.5743 1.8054
H -4.9612 -2.6927 2.0392
H -2.1505 -1.8492 2.8254
H -3.6889 -1.3853 3.5802
H -2.6720 0.4327 2.0128

How positive or negative is each atom? The Löwdin charges in e answer that: atom 1 (Cs): 1.020, atom 2 (C): -0.092, atom 3 (C): -0.628, atom 4 (N): 0.078, atom 5 (C): -0.329, atom 6 (C): -0.363, atom 7 (S): 1.055, atom 8 (C): -0.328, atom 9 (C): -0.361, atom 10 (S): 1.061, atom 11 (C): -0.627, atom 12 (N): 0.083, atom 13 (C): -0.088, atom 14 (H): -0.003, atom 15 (H): 0.081, atom 16 (H): 0.087, atom 17 (H): 0.069, atom 18 (H): 0.069, atom 19 (H): 0.075, atom 20 (H): 0.086, atom 21 (H): 0.077, atom 22 (C): -0.101, atom 23 (C): -0.093, atom 24 (C): -0.151, atom 25 (C): -0.374, atom 26 (C): -0.094, atom 27 (C): -0.087, atom 28 (P): 0.980, atom 29 (C): -0.521, atom 30 (C): -0.211, atom 31 (C): -0.082, atom 32 (C): -0.090, atom 33 (C): -0.085, atom 34 (C): -0.127, atom 35 (C): -0.283, atom 36 (C): -0.055, atom 37 (C): -0.082, atom 38 (C): -0.038, atom 39 (C): -0.177, atom 40 (C): -0.047, atom 41 (C): -0.104, atom 42 (C): -0.224, atom 43 (C): -0.344, atom 44 (C): -0.280, atom 45 (H): 0.097, atom 46 (H): 0.098, atom 47 (H): 0.079, atom 48 (H): 0.107, atom 49 (H): 0.100, atom 50 (H): 0.049, atom 51 (H): 0.108, atom 52 (H): 0.101, atom 53 (H): 0.103, atom 54 (H): 0.109, atom 55 (H): 0.100, atom 56 (H): 0.097, atom 57 (H): 0.105, atom 58 (H): 0.104, atom 59 (H): 0.086, atom 60 (H): 0.007, atom 61 (C): -0.057, atom 62 (N): -0.166, atom 63 (C): -0.113, atom 64 (C): -0.142, atom 65 (N): 0.040, atom 66 (C): -0.824, atom 67 (S): 0.652, atom 68 (H): 0.090, atom 69 (H): 0.060, atom 70 (H): 0.096, atom 71 (H): 0.122, atom 72 (H): 0.126, atom 73 (H): 0.111, atom 74 (H): 0.119, atom 75 (H): 0.086

[2]
C34H32F2N | the ωB97M-V functional and the def2-TZVPD basis

Properties
Charge: +1
E (hartree): -1568.9962
HOMO energy (Ha): -0.332
E_LUMO (eV): -6.0
F_max (eV/A): 2.215
Kohn-Sham gap (eV): 3.0

Positions of all 69 atoms, in Å:
F 0.4173 -5.3648 -2.8730
C 1.2971 -4.8268 -1.9947
C 2.6264 -5.2159 -2.0149
C 3.5222 -4.6570 -1.1276
C 3.1078 -3.7043 -0.2276
C 1.7699 -3.2799 -0.1882
C 1.3627 -2.2505 0.7143
C 0.0779 -1.7659 0.8407
C -0.2463 -0.6451 1.5784
C -1.5805 -0.1342 1.6952
C -2.6837 -0.9789 1.5067
C -3.9702 -0.4912 1.5107
F -5.0179 -1.3350 1.3390
C -4.1784 0.8667 1.6926
C -3.1143 1.7195 1.9191
C -1.8301 1.2283 1.9444
C 0.8792 -3.8739 -1.0924
H 2.9432 -5.9449 -2.7409
H 4.5553 -4.9624 -1.1458
H 3.8148 -3.2628 0.4514
H 2.1247 -1.8029 1.3248
H -0.7099 -2.2503 0.2923
H 0.5537 -0.0837 2.0289
H -2.5401 -2.0354 1.3864
H -5.1874 1.2366 1.6552
H -3.2936 2.7747 2.0491
H -1.0005 1.8961 2.0967
H -0.1485 -3.5719 -1.1248
C -1.3231 2.1379 6.9713
C -0.9881 1.1289 6.0853
C -0.7746 -0.1477 6.5510
C -0.9012 -0.4457 7.9144
C -0.6304 -1.7750 8.4398
C 0.4068 -2.5921 8.0623
N 0.6151 -3.8300 8.7114
C -0.4983 -4.4953 9.4332
C -0.2592 -6.0031 9.5921
C 1.0891 -6.2571 10.2770
C 2.2294 -5.6275 9.4646
C 1.9758 -4.1323 9.2331
C 1.4400 -2.1025 7.1211
C 2.1198 -0.9132 7.3803
C 3.0825 -0.4438 6.5156
C 3.3927 -1.1584 5.3761
C 2.7412 -2.3469 5.1081
C 1.7764 -2.8195 5.9734
C -1.2725 0.5879 8.7866
C -1.4688 1.8675 8.3203
H -1.4756 3.1405 6.6096
H -0.9091 1.3373 5.0294
H -0.5169 -0.9382 5.8672
H -1.2262 -2.0809 9.2814
H -0.5991 -4.0179 10.4131
H -1.4347 -4.3056 8.8936
H -1.0791 -6.4802 10.1472
H -0.2586 -6.4750 8.6015
H 1.0731 -5.8104 11.2793
H 1.2622 -7.3306 10.4339
H 3.1926 -5.7804 9.9729
H 2.3241 -6.1384 8.4986
H 2.7145 -3.7097 8.5430
H 2.0894 -3.5785 10.1699
H 1.8644 -0.3550 8.2642
H 3.5907 0.4818 6.7313
H 4.1459 -0.7877 4.7007
H 2.9886 -2.9036 4.2187
H 1.2631 -3.7426 5.7655
H -1.3724 0.3700 9.8370
H -1.7324 2.6573 9.0084

How positive or negative is each atom? The Löwdin charges in e answer that: atom 1 (F): 0.088, atom 2 (C): -0.225, atom 3 (C): 0.047, atom 4 (C): -0.034, atom 5 (C): 0.001, atom 6 (C): -0.195, atom 7 (C): 0.078, atom 8 (C): -0.046, atom 9 (C): 0.082, atom 10 (C): -0.197, atom 11 (C): 0.065, atom 12 (C): -0.225, atom 13 (F): 0.086, atom 14 (C): 0.045, atom 15 (C): -0.033, atom 16 (C): -0.007, atom 17 (C): 0.074, atom 18 (H): 0.136, atom 19 (H): 0.123, atom 20 (H): 0.122, atom 21 (H): 0.131, atom 22 (H): 0.104, atom 23 (H): 0.138, atom 24 (H): 0.129, atom 25 (H): 0.133, atom 26 (H): 0.123, atom 27 (H): 0.123, atom 28 (H): 0.123, atom 29 (C): -0.100, atom 30 (C): -0.093, atom 31 (C): -0.052, atom 32 (C): -0.231, atom 33 (C): 0.000, atom 34 (C): -0.187, atom 35 (N): -0.082, atom 36 (C): -0.169, atom 37 (C): -0.181, atom 38 (C): -0.209, atom 39 (C): -0.180, atom 40 (C): -0.145, atom 41 (C): -0.209, atom 42 (C): -0.025, atom 43 (C): -0.067, atom 44 (C): -0.097, atom 45 (C): -0.100, atom 46 (C): -0.038, atom 47 (C): -0.036, atom 48 (C): -0.085, atom 49 (H): 0.096, atom 50 (H): 0.082, atom 51 (H): 0.107, atom 52 (H): 0.099, atom 53 (H): 0.120, atom 54 (H): 0.121, atom 55 (H): 0.114, atom 56 (H): 0.113, atom 57 (H): 0.113, atom 58 (H): 0.110, atom 59 (H): 0.114, atom 60 (H): 0.112, atom 61 (H): 0.116, atom 62 (H): 0.124, atom 63 (H): 0.128, atom 64 (H): 0.108, atom 65 (H): 0.097, atom 66 (H): 0.089, atom 67 (H): 0.116, atom 68 (H): 0.112, atom 69 (H): 0.105

[3]
C34H32FFeI2N5O5P2S6 | the ωB97M-V functional and the def2-TZVPD basis

Properties
2S+1: 6
Charge: -1
E (hartree): -6995.8603
HOMO energy (spin up / spin down) (Ha): -0.189 / -0.189
E_LUMO (spin up / spin down) (eV): 1.9 / 1.0
F_max (eV/A): 0.473
Kohn-Sham gap (spin up / spin down) (eV): 7.1 / 6.2

Positions of all 88 atoms, in Å:
Fe -0.2653 0.3712 0.7329
I -0.5022 -0.3638 5.9273
C 1.0551 -0.7925 4.6131
C 2.2390 -1.3661 5.0957
C 3.2877 -1.6287 4.2551
I 5.0276 -2.4734 5.0616
C 3.1982 -1.3177 2.8751
C 4.2230 -1.5004 1.9191
C 4.0181 -1.1206 0.6241
C 2.7807 -0.5724 0.2468
N 1.8018 -0.4153 1.1045
C 1.9926 -0.7560 2.4042
C 0.8740 -0.4612 3.2722
O -0.1750 0.0851 2.7876
H 2.3195 -1.5936 6.1498
H 5.1689 -1.9243 2.2294
H 4.7978 -1.2359 -0.1179
H 2.5472 -0.2668 -0.7671
C -3.0060 -1.1391 2.5112
P -2.2656 -1.2399 0.8445
C -3.6794 -0.8008 -0.2222
C -2.1680 -3.0490 0.5321
C -3.1253 -3.9050 1.0803
C -3.0956 -5.2663 0.8352
C -2.1063 -5.7955 0.0187
C -1.1582 -4.9547 -0.5367
C -1.1665 -3.5807 -0.2882
P 0.1078 -2.4592 -1.0203
C 1.6056 -3.5257 -0.9225
C -0.3022 -2.6517 -2.8066
H -4.0555 -1.4373 2.5254
H -2.9136 -0.1007 2.8294
H -2.4288 -1.7469 3.2077
H -4.4939 -1.5188 -0.1057
H -3.3591 -0.7732 -1.2630
H -4.0201 0.1983 0.0382
H -3.9052 -3.5023 1.7146
H -3.8424 -5.9135 1.2786
H -2.0740 -6.8591 -0.1833
H -0.3951 -5.3787 -1.1778
H 1.5049 -4.4866 -1.4295
H 1.8711 -3.6903 0.1228
H 2.4258 -2.9698 -1.3840
H -0.3943 -3.7013 -3.0964
H 0.4788 -2.1801 -3.4057
H -1.2397 -2.1350 -3.0152
C 3.5146 -0.2881 -3.6553
C 2.1038 0.1886 -3.8697
C 1.6160 0.4424 -5.1390
C 0.2989 0.8833 -5.2051
N -0.4628 1.0330 -4.1438
C 0.0778 0.7318 -2.9396
S -0.9961 0.9672 -1.6044
N 1.3507 0.3352 -2.7797
H 4.1066 -0.1892 -4.5645
H 3.5159 -1.3412 -3.3621
H 3.9922 0.2821 -2.8585
H 2.2281 0.3271 -6.0221
H -0.1598 1.1287 -6.1592
F -1.0497 5.1089 -3.8029
C -1.9874 4.3209 -3.2556
C -2.1963 4.3086 -1.9375
N -3.1633 3.5200 -1.3550
C -3.2940 3.4983 0.1028
C -2.0012 2.9736 0.7551
O -1.0723 3.8232 0.8166
O -1.9734 1.7908 1.1496
C -3.9491 2.6760 -2.1108
O -4.8215 1.9667 -1.6483
N -3.6991 2.7259 -3.4667
C -2.7627 3.4859 -4.1584
O -2.6744 3.4441 -5.3656
H -1.5953 4.8963 -1.2582
H -4.1261 2.8450 0.3402
H -3.4928 4.5121 0.4529
H -4.2556 2.0963 -4.0246
C 4.4746 3.7700 1.8727
S 3.8975 2.1417 2.4219
C 2.3863 2.6118 3.1749
C 1.2485 2.9020 2.5106
S 1.0504 2.7432 0.7904
S -0.0989 3.3864 3.5125
C 0.6838 3.2271 5.0460
S -0.0462 3.6278 6.4654
S 2.3325 2.7546 4.9123
H 5.4190 3.6022 1.3571
H 4.6370 4.4255 2.7258
H 3.7560 4.2097 1.1845

How positive or negative is each atom? The Löwdin charges in e answer that: atom 1 (Fe): 0.378, atom 2 (I): 0.926, atom 3 (C): -0.641, atom 4 (C): -0.236, atom 5 (C): -0.675, atom 6 (I): 0.858, atom 7 (C): -0.233, atom 8 (C): -0.058, atom 9 (C): -0.060, atom 10 (C): -0.165, atom 11 (N): 0.045, atom 12 (C): -0.163, atom 13 (C): -0.458, atom 14 (O): -0.213, atom 15 (H): 0.075, atom 16 (H): 0.059, atom 17 (H): 0.105, atom 18 (H): 0.079, atom 19 (C): -0.262, atom 20 (P): 0.881, atom 21 (C): -0.260, atom 22 (C): -0.361, atom 23 (C): -0.096, atom 24 (C): -0.088, atom 25 (C): -0.090, atom 26 (C): -0.104, atom 27 (C): -0.374, atom 28 (P): 0.901, atom 29 (C): -0.285, atom 30 (C): -0.268, atom 31 (H): 0.038, atom 32 (H): 0.035, atom 33 (H): 0.036, atom 34 (H): 0.046, atom 35 (H): 0.017, atom 36 (H): 0.026, atom 37 (H): 0.094, atom 38 (H): 0.100, atom 39 (H): 0.099, atom 40 (H): 0.088, atom 41 (H): 0.025, atom 42 (H): 0.043, atom 43 (H): 0.019, atom 44 (H): 0.035, atom 45 (H): 0.023, atom 46 (H): 0.037, atom 47 (C): -0.037, atom 48 (C): -0.360, atom 49 (C): -0.039, atom 50 (C): -0.142, atom 51 (N): 0.048, atom 52 (C): -0.792, atom 53 (S): 0.675, atom 54 (N): 0.087, atom 55 (H): 0.070, atom 56 (H): 0.072, atom 57 (H): 0.075, atom 58 (H): 0.096, atom 59 (H): 0.108, atom 60 (F): 0.080, atom 61 (C): -0.193, atom 62 (C): 0.031, atom 63 (N): 0.004, atom 64 (C): -0.021, atom 65 (C): -0.674, atom 66 (O): -0.175, atom 67 (O): -0.122, atom 68 (C): -0.499, atom 69 (O): 0.058, atom 70 (N): 0.221, atom 71 (C): -0.421, atom 72 (O): 0.076, atom 73 (H): 0.144, atom 74 (H): 0.121, atom 75 (H): 0.134, atom 76 (H): 0.166, atom 77 (C): -0.378, atom 78 (S): 0.830, atom 79 (C): -1.005, atom 80 (C): -0.992, atom 81 (S): 0.849, atom 82 (S): 0.964, atom 83 (C): -1.512, atom 84 (S): 0.476, atom 85 (S): 0.908, atom 86 (H): 0.030, atom 87 (H): 0.037, atom 88 (H): 0.024